Below is C3H8N3O3P as an isolated structure in a non-equilibrium geometry, with properties calculated with the ωB97M-V functional and the def2-TZVPD basis.

Last column: natural (NBO) charge in e.
CARTESIAN COORDINATES (ANGSTROEM)
C (0.0224, 1.4420, -0.6288)  0.32
C (-0.0189, 2.5415, 0.3718)  -0.67
C (-0.5799, 1.3513, -1.8256)  -0.50
N (-2.4086, -2.4959, 1.0432)  0.44
N (2.1827, -1.9736, -0.1218)  -1.23
N (-3.2761, -1.8249, 0.8488)  -0.12
O (0.3086, 0.2655, 0.0097)  -0.71
O (-1.5959, -3.2548, 1.2844)  -0.31
O (0.5009, -1.8103, 1.6805)  -1.12
P (0.5594, -2.0201, 0.2057)  1.48
H (-0.1097, 2.1842, 1.4137)  0.22
H (0.8563, 3.1183, 0.2103)  0.23
H (-0.8898, 3.1056, 0.0856)  0.24
H (-0.4682, 0.5851, -2.5569)  0.22
H (-1.0423, 2.2602, -2.3734)  0.20
H (2.5245, -2.2499, -1.0598)  0.40
H (2.9891, -1.6169, 0.5024)  0.42
H (0.4459, 0.3928, 0.9102)  0.50

Charge: 0
Electronic energy, Eh: -850.35872
Energy relative to the best compared isomer or geometry (same formula, charge and spin), kJ/mol: 362.4